1.
Density functional theory data (the ωB97M-V functional and the def2-TZVPD basis) for a cluster of 2 separate species, C9H14 in total in a non-equilibrium geometry.

XYZ file:
```
23
Properties=species:S:1:pos:R:3:nbo_charge:R:1
C 0.04 -0.63 -4.00 -0.61
C 0.57 -1.46 -2.83 -0.61
H -0.93 -1.04 -4.29 0.20
H -0.01 0.44 -3.83 0.20
H 0.66 -0.77 -4.89 0.20
H 0.16 -2.46 -2.91 0.20
H 1.65 -1.62 -2.84 0.20
H 0.28 -1.12 -1.83 0.21
C -1.96 1.49 2.65 -0.63
C 0.93 -0.85 2.18 -0.20
C 1.64 -0.14 1.23 -0.24
C -0.33 -0.39 2.55 -0.22
C -0.80 0.81 2.01 -0.01
C 1.08 0.90 0.52 -0.19
C -0.21 1.32 0.87 -0.22
H 1.38 -1.74 2.61 0.21
H 2.62 -0.50 0.93 0.21
H -0.85 -0.80 3.41 0.21
H 1.63 1.41 -0.26 0.21
H -1.84 2.57 2.66 0.22
H -2.16 1.05 3.63 0.22
H -0.68 2.18 0.39 0.21
H -2.85 1.34 2.04 0.22
```

Calculated values
Net charge: 0
SMILES: Cc1ccccc1.CC
Highest occupied orbital energy (Eh): -0.3278
Gap between HOMO and LUMO (eV): 9.9
Energy relative to the best compared isomer or geometry (same formula, charge and spin) (eV): 0.479

---

2.
Density functional theory data (the ωB97M-V functional and the def2-TZVPD basis) for a cluster of 2 separate species, C9H14 in total in a non-equilibrium geometry.

XYZ file:
```
23
Properties=species:S:1:pos:R:3:nbo_charge:R:1
C -1.43 2.01 0.52 -0.62
C -1.65 2.99 -0.61 -0.61
H -0.83 1.13 0.32 0.22
H -1.04 2.46 1.44 0.20
H -2.33 1.55 0.93 0.20
H -1.81 2.47 -1.55 0.20
H -0.84 3.70 -0.69 0.20
H -2.55 3.59 -0.42 0.20
C 2.81 -0.24 0.55 -0.63
C 0.91 -0.35 -1.05 -0.22
C 1.38 -0.55 0.24 0.00
C -0.30 -0.91 -1.44 -0.20
C -1.16 -1.51 -0.53 -0.23
C 0.54 -1.22 1.13 -0.23
C -0.72 -1.65 0.77 -0.20
H 1.52 0.06 -1.84 0.21
H -0.64 -0.79 -2.46 0.21
H 3.20 -0.68 1.48 0.22
H 2.97 0.83 0.56 0.22
H -2.18 -1.77 -0.83 0.22
H 0.97 -1.42 2.11 0.21
H -1.38 -2.18 1.45 0.21
H 3.48 -0.63 -0.21 0.22
```

Calculated values
Net charge: 0
SMILES: Cc1ccccc1.CC
Highest occupied orbital energy (Eh): -0.3341
Gap between HOMO and LUMO (eV): 10.1
Energy relative to the best compared isomer or geometry (same formula, charge and spin) (eV): 0.364

---

3.
Density functional theory data (the ωB97M-V functional and the def2-TZVPD basis) for a cluster of 2 separate species, C9H14 in total in a non-equilibrium geometry.

XYZ file:
```
23
Properties=species:S:1:pos:R:3:nbo_charge:R:1
C 0.78 1.66 -3.41 -0.61
C 1.09 0.20 -3.72 -0.61
H -0.15 1.92 -3.91 0.21
H 0.62 1.87 -2.35 0.21
H 1.63 2.26 -3.74 0.21
H 2.15 -0.06 -3.57 0.20
H 0.92 -0.04 -4.77 0.20
H 0.58 -0.53 -3.11 0.20
C 1.84 0.56 0.91 -0.63
C -0.41 0.63 2.04 -0.24
C 0.42 0.03 1.14 0.01
C -1.71 0.12 2.21 -0.19
C -2.02 -1.08 1.57 -0.23
C 0.11 -1.14 0.45 -0.23
C -1.13 -1.71 0.70 -0.19
H -0.08 1.38 2.75 0.21
H -2.49 0.58 2.79 0.21
H 1.96 1.51 1.44 0.21
H 2.06 0.66 -0.15 0.22
H -3.00 -1.54 1.68 0.21
H 0.77 -1.51 -0.33 0.21
H -1.40 -2.62 0.18 0.21
H 2.50 -0.19 1.33 0.22
```

Calculated values
Net charge: 0
SMILES: Cc1ccccc1.CC
Highest occupied orbital energy (Eh): -0.3311
Gap between HOMO and LUMO (eV): 10.0
Energy relative to the best compared isomer or geometry (same formula, charge and spin) (eV): 0.446

---

4.
Density functional theory data (the ωB97M-V functional and the def2-TZVPD basis) for a cluster of 2 separate species, C9H14 in total in a non-equilibrium geometry.

XYZ file:
```
23
Properties=species:S:1:pos:R:3:nbo_charge:R:1
C 0.80 2.32 -2.63 -0.63
C -0.53 1.59 -2.74 -0.63
H 0.71 3.41 -2.70 0.21
H 1.27 2.16 -1.65 0.21
H 1.63 1.96 -3.24 0.21
H -0.63 0.83 -3.52 0.21
H -1.37 2.16 -3.15 0.21
H -0.78 1.17 -1.76 0.21
C -1.86 -1.70 0.34 -0.65
C -0.68 -1.02 2.48 -0.20
C -0.72 -1.12 1.11 -0.04
C 0.50 -0.72 3.16 -0.21
C 0.45 -0.78 0.43 -0.20
C 1.69 -0.61 2.43 -0.21
C 1.66 -0.53 1.03 -0.22
H -1.58 -1.33 3.00 0.21
H 0.63 -0.85 4.22 0.21
H -2.35 -0.94 -0.31 0.22
H -2.80 -1.85 0.85 0.23
H 0.42 -0.74 -0.67 0.20
H 2.54 -0.53 3.09 0.21
H 2.54 -0.30 0.45 0.22
H -1.55 -2.57 -0.22 0.23
```

Calculated values
Net charge: 0
SMILES: Cc1ccccc1.CC
Highest occupied orbital energy (Eh): -0.3304
Gap between HOMO and LUMO (eV): 10.0
Energy relative to the best compared isomer or geometry (same formula, charge and spin) (eV): 1.029

---

5.
Density functional theory data (the ωB97M-V functional and the def2-TZVPD basis) for an isolated molecule of C9H14 in a non-equilibrium geometry.

XYZ file:
```
23
Properties=species:S:1:pos:R:3:nbo_charge:R:1
C 0.33 2.14 1.84 -0.24
C -0.29 1.14 1.65 -0.08
C -1.08 0.07 1.33 -0.03
C -1.04 -1.18 2.16 -0.67
C 0.71 1.49 -2.12 -0.61
C 0.45 -1.94 -0.75 -0.68
C -1.36 -0.09 -0.21 -0.48
C 1.04 0.56 -1.01 -0.52
C 0.00 -0.55 -0.84 0.19
H -0.98 -1.15 3.27 0.24
H -0.03 -1.89 2.20 0.20
H -1.75 -1.92 1.85 0.21
H 0.33 0.98 -3.09 0.21
H -0.01 2.25 -1.86 0.21
H 1.56 2.20 -2.41 0.21
H -0.37 -2.54 -0.80 0.21
H 1.18 -2.10 -1.51 0.23
H 0.92 -2.06 0.29 0.21
H 0.97 3.06 1.89 0.25
H -2.18 -0.84 -0.20 0.22
H -1.57 1.01 -0.46 0.23
H 1.10 1.15 -0.04 0.25
H 2.08 0.19 -1.16 0.21
```

Calculated values
Net charge: 0
Highest occupied orbital energy (alpha / beta) (Eh): -0.2631 / -0.2738
Gap between HOMO and LUMO (alpha / beta) (eV): 6.9 / 8.1
Energy relative to the best compared isomer or geometry (same formula, charge and spin) (eV): 6.079

---

6.
Density functional theory data (the ωB97M-V functional and the def2-TZVPD basis) for a cluster of 2 separate species, C9H14 in total in a non-equilibrium geometry.

XYZ file:
```
23
Properties=species:S:1:pos:R:3:mulliken_spin:R:1
C -2.69 -0.32 -0.93 0.03
C 0.95 -0.07 -0.29 0.08
C -0.35 -0.52 -0.23 0.04
C 1.35 0.96 -1.21 0.30
C -1.27 0.05 -1.09 0.22
C 0.39 1.56 -2.02 0.00
C -0.90 1.07 -2.04 0.21
H 1.71 -0.44 0.38 0.04
H -0.61 -1.28 0.50 0.00
H 2.39 1.25 -1.15 0.00
H 0.66 2.35 -2.71 0.01
H -2.95 -1.07 -1.71 0.06
H -3.38 0.52 -1.04 0.01
H -1.62 1.48 -2.73 0.00
H -3.01 -0.88 -0.05 0.00
C 1.79 -1.48 2.87 0.00
C 0.58 -0.61 3.27 0.00
H 2.54 -0.99 2.25 0.00
H 2.27 -1.54 3.86 0.00
H 1.74 -2.51 2.50 0.00
H 0.89 0.10 4.04 0.00
H -0.12 -1.24 3.80 0.00
H 0.17 0.07 2.52 0.00
```

Calculated values
Net charge: +1
Highest occupied orbital energy (alpha / beta) (Eh): -0.5272 / -0.5271
Gap between HOMO and LUMO (alpha / beta) (eV): 10.0 / 6.1
Energy relative to the best compared isomer or geometry (same formula, charge and spin) (eV): 0.560
2S+1: 2
Expectation value of S²: 0.77

---

7.
Density functional theory data (the ωB97M-V functional and the def2-TZVPD basis) for a cluster of 2 separate species, C9H14 in total in a non-equilibrium geometry.

XYZ file:
```
23
Properties=species:S:1:pos:R:3:mulliken_spin:R:1
C -4.47 0.57 0.77 0.00
C -2.99 0.77 0.38 0.00
H -4.88 1.53 1.07 0.00
H -4.98 0.22 -0.13 0.00
H -4.57 -0.22 1.51 0.00
H -2.25 0.92 1.17 0.00
H -2.89 1.69 -0.21 0.00
H -2.56 -0.07 -0.16 0.00
C 3.27 1.37 -0.23 0.02
C 0.73 -2.00 -0.39 0.30
C 1.90 -2.11 0.38 0.01
C 0.40 -0.82 -1.10 0.11
C 2.74 -1.03 0.40 0.16
C 1.14 0.32 -0.90 0.06
C 2.38 0.20 -0.26 0.25
H 0.07 -2.85 -0.46 0.01
H 2.01 -2.92 1.08 0.01
H -0.39 -0.85 -1.83 0.00
H 3.73 -1.01 0.83 0.00
H 0.86 1.27 -1.33 0.00
H 4.15 1.20 -0.85 0.05
H 3.72 1.48 0.77 0.03
H 2.86 2.34 -0.50 0.00
```

Calculated values
Net charge: +1
Highest occupied orbital energy (alpha / beta) (Eh): -0.5204 / -0.5204
Gap between HOMO and LUMO (alpha / beta) (eV): 9.8 / 5.9
Energy relative to the best compared isomer or geometry (same formula, charge and spin) (eV): 0.413
2S+1: 2
Expectation value of S²: 0.77

---

8.
Density functional theory data (the ωB97M-V functional and the def2-TZVPD basis) for a structure of composition C9H14AgFI2N3O6 in a non-equilibrium geometry.

XYZ file:
```
36
Properties=species:S:1:pos:R:3:mulliken_spin:R:1
Ag 1.61 0.65 -0.83 0.00
I 1.45 1.91 1.77 0.13
I 0.38 -0.97 -2.93 0.04
C -0.90 4.06 -3.10 0.00
N 0.38 3.35 -2.77 0.00
O 0.52 2.84 -1.69 0.00
O 1.28 3.43 -3.58 0.00
H -1.15 4.74 -2.28 0.00
H -1.49 3.15 -3.14 0.00
H -0.91 4.47 -4.11 0.00
C 5.17 -2.12 0.66 0.00
N 4.15 -2.08 -0.47 0.00
O 4.34 -2.77 -1.49 0.00
O 3.17 -1.35 -0.37 0.00
H 5.59 -3.09 0.90 0.00
H 4.68 -1.63 1.51 0.00
H 5.97 -1.49 0.26 0.00
C 1.69 -2.35 2.51 0.01
N 0.48 -2.17 1.66 0.47
O -0.62 -2.58 2.10 0.62
O 0.65 -1.38 0.72 0.71
H 1.40 -2.28 3.56 0.00
H 2.47 -1.61 2.36 0.00
H 2.07 -3.33 2.21 0.01
F -1.01 0.93 -0.26 0.00
C -2.30 0.57 0.08 0.00
C -3.37 0.69 -0.75 0.00
C -4.62 0.29 -0.32 0.00
C -4.76 -0.14 0.96 0.00
C -3.70 -0.26 1.87 -0.01
C -2.48 0.09 1.40 0.00
H -3.27 1.19 -1.70 0.00
H -5.43 0.19 -1.02 0.00
H -5.72 -0.45 1.34 0.00
H -4.05 -0.59 2.83 0.00
H -1.66 0.08 2.11 0.01
```

Calculated values
Net charge: -1
Highest occupied orbital energy (alpha / beta) (Eh): -0.1625 / -0.1627
Gap between HOMO and LUMO (alpha / beta) (eV): 6.8 / 4.3
2S+1: 3
Expectation value of S²: 2.01

---

9.
Density functional theory data (the ωB97M-V functional and the def2-TZVPD basis) for the ion C9H14Br2N3 with charge +1.

XYZ file:
```
28
Properties=species:S:1:pos:R:3:nbo_charge:R:1
C -0.07 -2.94 0.06 -0.61
C -1.20 -1.94 0.26 -0.43
C -1.72 -1.32 -1.03 -0.21
N -1.08 -0.05 -1.42 -0.60
C -1.18 0.99 -0.52 0.36
C -2.27 1.57 0.06 -0.13
N -1.78 2.57 0.90 -0.44
C -0.47 2.62 0.81 0.27
N -0.05 1.66 -0.02 -0.36
C 1.30 1.39 -0.34 -0.03
Br 1.79 1.85 -2.10 0.14
C 2.16 0.85 0.51 -0.02
C 3.59 0.57 0.24 -0.68
Br 1.57 0.32 2.23 0.12
H -0.35 -3.73 -0.61 0.22
H 0.16 -3.40 1.02 0.22
H 0.85 -2.45 -0.26 0.19
H -0.87 -1.18 0.98 0.20
H -2.03 -2.45 0.74 0.22
H -1.51 -2.01 -1.84 0.22
H -2.79 -1.21 -1.01 0.21
H -0.15 -0.17 -1.78 0.40
H -3.30 1.33 -0.07 0.26
H -2.34 3.17 1.48 0.46
H 0.19 3.30 1.32 0.26
H 4.00 1.23 -0.51 0.25
H 3.69 -0.46 -0.07 0.26
H 4.16 0.68 1.16 0.25
```

Calculated values
Net charge: +1
SMILES: CCCNc1c[nH]c[n+]1/C(Br)=C(/C)Br
Highest occupied orbital energy (Eh): -0.4585
Gap between HOMO and LUMO (eV): 9.4
Energy relative to the best compared isomer or geometry (same formula, charge and spin) (eV): 0.000

---

10.
Density functional theory data (the ωB97M-V functional and the def2-TZVPD basis) for a structure of composition C9H14CaN4O3S4 in a non-equilibrium geometry.

XYZ file:
```
35
Properties=species:S:1:pos:R:3:nbo_charge:R:1
Ca -0.08 -0.13 -0.22 1.72
N 1.95 -0.17 1.06 -0.91
C 1.71 0.87 2.07 -0.32
C 0.30 0.68 2.66 0.62
O 0.16 0.49 3.89 -0.76
N -0.62 0.73 1.72 -0.82
C -1.95 0.28 2.05 -0.36
C -2.38 -0.78 1.03 0.76
O -3.61 -0.84 0.74 -0.78
O -1.48 -1.50 0.52 -0.83
H 2.72 0.07 0.45 0.40
H 2.16 -1.06 1.50 0.36
H 2.45 0.85 2.89 0.16
H 1.76 1.84 1.57 0.24
H -1.97 -0.17 3.05 0.22
H -2.68 1.09 2.04 0.18
S 1.51 -1.82 -1.95 -0.77
S 2.49 -0.37 -3.01 -0.15
S 3.21 1.13 -1.75 -0.16
S 1.72 2.41 -1.20 -0.76
C -5.46 1.44 -2.14 -0.63
C -4.00 1.26 -2.41 0.15
C -3.19 1.76 -3.39 -0.37
C -1.90 1.27 -3.11 0.17
N -1.93 0.52 -2.01 -0.35
N -3.22 0.52 -1.61 -0.34
C -0.65 1.45 -3.90 -0.67
H -5.97 1.76 -3.05 0.21
H -5.62 2.20 -1.37 0.22
H -5.91 0.52 -1.79 0.22
H -3.48 2.39 -4.22 0.20
H -3.49 -0.02 -0.77 0.45
H -0.87 1.91 -4.87 0.19
H -0.14 0.50 -4.05 0.25
H 0.06 2.09 -3.36 0.27
```

Calculated values
Net charge: -2
Highest occupied orbital energy (Eh): -0.0300
Gap between HOMO and LUMO (eV): 5.6
Energy relative to the best compared isomer or geometry (same formula, charge and spin) (eV): 0.743

---

11.
Density functional theory data (the ωB97M-V functional and the def2-TZVPD basis) for a cluster of 2 separate species, C9H14ClN in total in a non-equilibrium geometry.

XYZ file:
```
25
Properties=species:S:1:pos:R:3:nbo_charge:R:1
C 1.64 1.64 1.30 0.22
C -1.02 -0.01 1.87 -0.46
C -0.81 0.58 0.58 -0.08
C -0.75 -0.89 0.65 -0.09
C 0.51 -1.72 0.66 -0.60
C -1.96 -1.56 -0.02 -0.60
C 0.58 0.70 -2.39 -0.61
C 1.53 1.07 -1.23 -0.40
C 0.89 1.65 0.08 -0.11
N 2.05 1.54 2.33 -0.31
Cl 0.32 3.31 -0.21 -0.03
H -0.19 0.01 2.57 0.24
H -1.97 -0.12 2.30 0.23
H -1.45 1.22 -0.03 0.23
H 0.59 -2.36 -0.19 0.21
H 0.37 -2.36 1.58 0.22
H 1.32 -1.08 0.80 0.21
H -2.85 -0.83 0.30 0.20
H -2.14 -2.56 0.41 0.22
H -1.83 -1.53 -1.15 0.22
H 0.23 1.44 -3.04 0.22
H -0.28 0.16 -1.98 0.21
H 1.10 -0.04 -2.97 0.22
H 2.31 1.66 -1.53 0.22
H 1.84 0.08 -0.71 0.22
```

Calculated values
Net charge: 0
Highest occupied orbital energy (Eh): -0.3474
Gap between HOMO and LUMO (eV): 10.2
Energy relative to the best compared isomer or geometry (same formula, charge and spin) (eV): 1.990

---

12.
Density functional theory data (the ωB97M-V functional and the def2-TZVPD basis) for an isolated molecule of C9H14ClNSi2 in a non-equilibrium geometry.

XYZ file:
```
27
Properties=species:S:1:pos:R:3:nbo_charge:R:1
C -4.24 -0.62 0.73 -0.23
C -3.33 0.44 0.95 -0.21
C -3.83 -1.87 0.27 -0.22
C -1.98 0.26 0.64 -0.26
C -2.46 -2.02 -0.15 -0.24
C -1.57 -0.88 -0.02 -0.30
C 2.40 0.83 -1.58 -0.41
C 2.30 1.05 -0.04 -0.22
C 1.14 0.01 -2.06 -0.88
N 1.72 -0.19 0.55 -1.30
Si 0.65 -1.04 -0.56 1.69
Si 2.09 -0.46 2.31 1.07
Cl 0.83 -3.04 -0.87 -0.37
H -5.23 -0.27 0.93 0.21
H -3.57 1.44 1.37 0.21
H -4.70 -2.49 0.20 0.22
H -1.24 1.00 0.86 0.21
H -2.25 -3.04 -0.60 0.23
H 2.30 1.70 -2.23 0.22
H 3.46 0.35 -1.82 0.21
H 3.32 1.31 0.43 0.20
H 1.72 2.04 0.18 0.18
H 0.37 0.74 -2.28 0.24
H 1.36 -0.52 -2.94 0.24
H 1.46 -1.80 2.41 -0.15
H 1.54 0.95 2.97 -0.16
H 3.53 -0.35 2.57 -0.18
```

Calculated values
Net charge: 0
SMILES: [SiH3]N1CCC[Si@]1(Cl)c1ccccc1
Highest occupied orbital energy (Eh): -0.3289
Gap between HOMO and LUMO (eV): 9.7
Energy relative to the best compared isomer or geometry (same formula, charge and spin) (eV): 0.000